Molecular formula: C2H8S2Si
Method: DFT, wB97M-V/def2-TZVPD

The geometry in ORCA input format:
```
! wB97M-V def2-TZVPD RIJCOSX def2/J DEFGRID3
* xyz 0 1
H 2.0206 1.9269 1.0852
C -3.3532 1.2061 0.5670
C 3.6864 -2.0368 -0.3328
H -3.3793 1.8676 1.4746
S -2.0128 0.0107 0.3716
H 1.1052 0.0265 -0.6278
H 2.7763 -2.2680 -0.6985
H -3.5797 1.8415 -0.3732
H 4.5038 -2.4011 -0.9483
S 4.0714 -0.3446 0.1194
Si 2.1652 0.7578 0.0192
H -4.3362 0.5294 0.7810
H 3.7387 -2.5484 0.6136
*
```

As for the strongest force on any atom: 0.069 Eh/bohr. The total energy is -31747.9953 eV. The HOMO energy (spin up / spin down) is -9.23 / -6.68 eV. The orbital gap (spin up / spin down) is 0.3292 / 0.1726 Ha. Its energy relative to the best compared isomer or geometry (same formula, charge and spin) is 123.4 kcal/mol.